Entry from OMol25: an isolated ion of composition C7H8 and charge +1 at a distorted geometry (ωB97M-V/def2-TZVPD).

Last columns: bonded neighbours and bond lengths (Å).
CARTESIAN COORDINATES (ANGSTROEM)
1 C -1.45085 -0.73793 1.42588  C4 1.456, H8 1.084, H9 1.098, H12 1.105
2 C 0.09684 1.17537 -1.39584  C6 1.423, C7 1.360, H11 1.083
3 C 1.71415 -0.51193 -0.60398  C5 1.361, C6 1.407, H14 1.084
4 C -0.50176 -0.23939 0.44025  C1 1.456, C5 1.441, C7 1.424
5 C 0.73844 -0.94506 0.23981  C3 1.361, C4 1.441, H13 1.087
6 C 1.42878 0.68540 -1.28561  C2 1.423, C3 1.407, H10 1.085
7 C -0.83775 0.78776 -0.48677  C2 1.360, C4 1.424, H15 1.083
8 H -1.05022 -1.52514 2.05473  C1 1.084
9 H -2.44880 -0.98545 1.04156  C1 1.098
10 H 2.21102 1.29988 -1.71783  C6 1.085
11 H -0.07792 2.09010 -1.94868  C2 1.083
12 H -1.76143 0.07303 2.10848  C1 1.105
13 H 0.90449 -1.77909 0.91611  C5 1.087
14 H 2.75125 -0.78920 -0.45699  C3 1.084
15 H -1.71624 1.40166 -0.33112  C7 1.083

Summary:
F_max, Eh/bohr: 0.03416
HOMO energy (spin up / spin down), eV: -14.954 / -15.207
LUMO (spin up / spin down), hartree: -0.1675 / -0.3015
Net charge: +1
ΔE to the lowest compared entry with this formula, charge and spin, kJ/mol: 27.0
Frontier orbital gap (spin up / spin down), eV: 10.40 / 7.00
Spin multiplicity: 2